Arrangement P

Formula: C4H6N2O2
Source: OMol25
Level of theory: wB97M-V/def2-TZVPD

Results
Net charge: 0
E_LUMO in eV: -0.50

The geometry in XYZ format:
```
14
Properties=species:S:1:pos:R:3:lowdin_charge:R:1
C 1.596 -0.254 0.073 -0.57
C -0.237 1.455 -0.313 -0.15
C -0.860 0.373 0.538 -0.14
C -2.242 -0.118 -0.035 -0.11
H 0.972 -2.152 -0.840 0.27
H 2.664 -2.002 0.208 0.18
H 0.623 2.108 0.147 0.15
H -0.827 1.818 -1.098 0.07
H -0.618 0.158 1.636 0.16
H -2.671 0.730 -0.930 0.19
N 1.941 -1.398 -0.420 0.08
N 0.310 0.090 -0.642 0.01
O 2.139 0.387 1.104 -0.06
O -2.789 -1.195 0.574 -0.08
```

Arrangement Q

Formula: C4H6N2O2
Source: OMol25
Level of theory: wB97M-V/def2-TZVPD

Results
Net charge: 0
E_LUMO in eV: 0.70
SMILES string: COn1cc[n+]([O-])c1

The geometry in XYZ format:
```
14
Properties=species:S:1:pos:R:3:lowdin_charge:R:1
C -1.613 0.554 -0.166 -0.06
O -0.742 0.646 0.956 -0.10
N 0.519 0.200 0.690 -0.11
C 0.936 -1.077 0.584 -0.05
C 2.241 -1.073 0.202 -0.02
N 2.668 0.232 0.040 -0.30
O 3.827 0.555 -0.305 -0.09
C 1.661 1.050 0.293 0.06
H -2.542 1.018 0.155 0.09
H -1.797 -0.489 -0.436 0.09
H -1.206 1.090 -1.027 0.09
H 0.293 -1.907 0.798 0.13
H 2.913 -1.888 0.030 0.12
H 1.644 2.115 0.310 0.14
```

Arrangement R

Formula: C4H6N2O2
Source: OMol25
Level of theory: wB97M-V/def2-TZVPD

Results
Net charge: 0
E_LUMO (spin up / spin down) in eV: 0.02 / 0.02
SMILES string: O=CCC/C=N/N=O

The geometry in XYZ format:
```
14
Properties=species:S:1:pos:R:3:lowdin_charge:R:1
O 1.818 -0.663 0.812 0.06
C 0.768 -1.235 0.935 -0.24
C -0.413 -1.209 -0.050 -0.18
C -0.072 -0.347 -1.164 -0.23
C 0.096 1.095 -0.795 -0.10
N -0.424 1.588 0.246 0.05
N -0.247 2.251 1.252 -0.13
O -1.069 2.808 1.955 -0.04
H 0.755 -1.827 1.861 0.12
H -0.789 -2.267 -0.243 0.15
H -1.156 -0.834 0.542 0.08
H 0.832 -0.766 -1.753 0.16
H -0.761 -0.409 -1.987 0.11
H 0.663 1.816 -1.610 0.18
```

Winner for stability: arrangement Q